Here is a molecular structure, C29H74InN4O3 from the Open Molecules 2025 dataset. Energies are from ωB97M-V/def2-TZVPD.

Summary:
Frontier orbital gap = 6.1 eV
Charge = -1
Relative energy (zero: lowest compared OMol25 entry of this formula, charge and spin) = 4.30 kcal per mole
Strongest force on any atom = 1.0 eV/Å
Highest occupied orbital energy = -3.9 eV

```
111
C29H74InN4O3 (ωB97M-V/def2-TZVPD)
O 7.63564 -0.16886 1.05416
C 7.12965 0.42029 2.25768
C 5.89537 1.24290 1.91635
C 4.61378 0.50042 2.25470
C 3.33880 1.34563 2.06424
In 1.87619 0.29478 0.69794
C -0.20783 0.79557 1.43576
O -1.08170 -0.36030 1.42256
O -1.05258 -0.92773 2.72711
H 8.43678 -0.66125 1.29607
H 6.85902 -0.37796 2.94341
H 7.89381 1.02218 2.75134
H 5.96093 2.17156 2.47210
H 5.96689 1.44649 0.85443
H 4.69381 0.18115 3.28866
H 4.58741 -0.39043 1.63715
H 3.57186 2.34150 1.69816
H 2.86626 1.47186 3.03045
H 2.15363 -1.46854 0.87947
H 2.06523 0.83985 -1.00209
H -0.17896 1.20383 2.44049
H -0.70646 1.51719 0.80207
H -0.84585 -1.86202 2.57006
C -2.29473 -3.24581 -0.17217
C -3.43198 -4.11769 0.33284
N -3.86430 -3.79785 1.68016
C -4.74705 -4.79978 2.24324
C -6.12162 -5.00260 1.59142
C -4.24189 -2.41294 1.92127
C -5.37337 -1.82311 1.06660
H -1.44065 -3.27944 0.50372
H -1.96595 -3.60662 -1.14772
H -2.58938 -2.20377 -0.29305
H -3.08589 -5.15565 0.34286
H -4.25893 -4.07372 -0.39651
H -4.88946 -4.57430 3.30411
H -4.21353 -5.75614 2.21828
H -6.81061 -4.19597 1.83983
H -6.57042 -5.93100 1.95549
H -6.05527 -5.07713 0.50578
H -3.35940 -1.78235 1.79773
H -4.50165 -2.31511 2.97821
H -5.26812 -2.08075 0.01165
H -5.35157 -0.73427 1.13829
H -6.35983 -2.14668 1.40099
C 5.24956 4.73088 0.18861
C 4.47610 5.88160 -0.43586
N 3.12806 6.00932 0.08170
C 2.29824 6.91846 -0.68265
C 2.67429 8.40712 -0.70075
C 3.01012 6.09125 1.52537
C 3.74134 7.23497 2.24438
H 4.71072 3.78950 0.07627
H 6.21822 4.62909 -0.30416
H 5.44164 4.89176 1.25014
H 4.39872 5.69732 -1.51094
H 5.06575 6.80782 -0.32148
H 1.26790 6.81740 -0.33085
H 2.28931 6.55623 -1.71559
H 2.42241 8.90373 0.23563
H 2.12009 8.91604 -1.49311
H 3.73612 8.55973 -0.89620
H 3.35851 5.14479 1.94387
H 1.94712 6.12961 1.77477
H 4.75641 7.37322 1.86901
H 3.81673 7.00802 3.30993
H 3.21255 8.18365 2.15599
C -11.75891 -6.56710 -1.34823
C -12.15920 -5.40209 -0.45576
N -11.41744 -5.35268 0.78866
C -11.97420 -4.42252 1.75392
C -11.96295 -2.92712 1.41190
C -9.96962 -5.34293 0.65845
C -9.32670 -4.21415 -0.15765
H -11.85201 -7.51471 -0.81637
H -12.41098 -6.60062 -2.22215
H -10.73517 -6.47394 -1.71127
H -13.21701 -5.51608 -0.20299
H -12.07827 -4.46887 -1.03642
H -11.45932 -4.57191 2.70671
H -13.01149 -4.72465 1.93270
H -10.96910 -2.49324 1.50875
H -12.61637 -2.38871 2.10172
H -12.32561 -2.73357 0.40216
H -9.66466 -6.29683 0.22149
H -9.54021 -5.34895 1.66306
H -9.85864 -4.02076 -1.09045
H -8.30351 -4.48880 -0.41720
H -9.27138 -3.28272 0.40372
C 8.57919 -0.20680 -5.64214
C 7.68053 0.48883 -4.62976
N 8.25571 0.55685 -3.30226
C 7.30210 0.96257 -2.27763
C 6.71583 2.37786 -2.35871
C 9.57100 1.15942 -3.21840
C 9.74083 2.59918 -3.72656
H 8.85185 -1.20532 -5.29792
H 8.05332 -0.30566 -6.59311
H 9.49491 0.35422 -5.83484
H 6.75118 -0.08037 -4.55379
H 7.40415 1.48019 -5.02594
H 7.76348 0.82665 -1.29792
H 6.47349 0.24997 -2.30241
H 7.43196 3.13664 -2.04187
H 5.85511 2.45155 -1.69142
H 6.37013 2.62761 -3.36314
H 10.27147 0.52158 -3.76521
H 9.89767 1.10581 -2.17714
H 9.23623 2.76013 -4.68027
H 10.80168 2.81328 -3.87889
H 9.36493 3.33195 -3.01473
```